1.
{"formula": "C4H9NO", "method": "ωB97M-V/def2-TZVPD", "symbols": ["O", "N", "C", "C", "C", "C", "H", "H", "H", "H", "H", "H", "H", "H", "H"], "xyz": [[-1.62888, 0.69159, -1.72192], [-1.82457, -0.49763, 0.45228], [-1.05861, -0.07064, -0.97235], [-1.02999, 0.43250, 0.98736], [1.60344, -0.46879, 0.09911], [0.62807, 0.58485, -0.40402], [-1.33585, 1.46154, 0.81779], [-0.38161, 0.24150, 1.84579], [0.74276, 1.54087, 0.11473], [-0.60828, -1.05139, -1.17472], [1.61120, -0.54381, 1.19256], [-1.53729, -1.43696, 0.72990], [1.36399, -1.46658, -0.29589], [0.82749, 0.82511, -1.45558], [2.62812, -0.24214, -0.21504]], "forces_ev_per_angstrom": [[0.055, -0.280, 0.321], [0.153, -0.047, 0.077], [0.022, 0.109, -0.334], [-0.031, 0.144, 0.093], [-0.003, -0.054, 0.046], [0.162, 0.133, -0.027], [0.095, -0.116, -0.021], [-0.105, 0.010, -0.190], [-0.017, -0.094, -0.006], [-0.043, 0.086, 0.032], [0.007, -0.016, -0.153], [-0.059, 0.112, -0.110], [0.034, 0.160, 0.039], [-0.137, -0.101, 0.191], [-0.133, -0.044, 0.041]], "lowdin_charge": [-0.0052, 0.0185, -0.4590, -0.0770, -0.1400, -0.1995, 0.1133, 0.1100, 0.0905, 0.1386, 0.0623, 0.1032, 0.0708, 0.1011, 0.0723], "e_lumo_ev": 0.45, "e_above_lowest_kcal_mol": 115.3}



2.
{"formula": "HO3P2S2", "method": "ωB97M-V/def2-TZVPD", "symbols": ["S", "S", "P", "P", "O", "O", "O", "H"], "xyz": [[-2.67883, 0.46860, -0.51915], [-0.34869, -1.13721, -0.19661], [-0.01189, 0.85649, 1.16486], [-1.02737, 1.53376, -0.56749], [1.55448, 1.01734, 0.57135], [0.26874, -2.07516, 0.69347], [0.47896, -0.80619, -1.33920], [1.76461, 0.14238, 0.19278]], "forces_ev_per_angstrom": [[-0.485, 0.753, 0.125], [-1.250, -0.321, 0.370], [-0.166, 0.221, -0.331], [-0.447, 0.797, -0.377], [0.024, -0.138, 0.542], [1.108, -1.815, 0.996], [1.014, 0.125, -1.026], [0.203, 0.380, -0.298]], "lowdin_charge": [-0.1108, 0.3325, 0.4026, 0.0241, -0.5334, -0.5366, -0.5699, -0.0085], "charge": -1, "e_lumo_ev": 3.03, "e_above_lowest_kcal_mol": 102.3}



3.
{"formula": "C22H23FN4O3", "method": "ωB97M-V/def2-TZVPD", "symbols": ["F", "O", "O", "O", "N", "N", "N", "N", "C", "C", "C", "C", "C", "C", "C", "C", "C", "C", "C", "C", "C", "C", "C", "C", "C", "C", "C", "C", "C", "C", "H", "H", "H", "H", "H", "H", "H", "H", "H", "H", "H", "H", "H", "H", "H", "H", "H", "H", "H", "H", "H", "H", "H"], "xyz": [[-2.40337, -3.24787, -5.88199], [2.56680, -4.42286, 5.24208], [1.70790, -2.86639, 6.70623], [0.05654, 2.35187, 2.97988], [-0.29123, 1.31119, -2.05723], [-1.21754, 2.79940, 0.20899], [0.89831, 0.72463, 1.78702], [0.35104, 1.35216, 3.85038], [-1.77197, 1.48984, -0.06001], [-0.97405, 0.57644, -1.01210], [-1.11738, 2.26891, -2.77030], [0.40038, 1.92211, 1.76226], [1.67445, -2.35890, 5.43524], [-1.67205, -2.36162, -5.17164], [2.26680, -4.15688, 6.59658], [-1.35176, -1.14404, -5.74201], [-1.56086, 3.80788, -0.76975], [2.19692, -3.30699, 4.54770], [0.56315, 0.47412, -2.88482], [-0.18016, -0.54456, -3.71669], [2.28435, -3.06108, 3.19767], [0.85269, 0.39090, 3.11521], [-1.25400, -2.70097, -3.89858], [-0.93073, 3.66390, -2.16231], [1.31111, -0.88203, 3.62960], [-0.50600, -1.78624, -3.17963], [1.22387, -1.13895, 5.00669], [0.19131, 2.78576, 0.57199], [-0.60538, -0.24197, -5.00545], [1.83047, -1.82603, 2.74992], [-1.68135, -0.91646, -6.74346], [-0.34082, 0.70584, -5.45115], [-0.20424, 0.05424, -0.43613], [2.68870, -3.79698, 2.52343], [1.25779, -0.03794, -2.21183], [3.18994, -4.21286, 7.19548], [-2.65024, 3.79264, -0.86674], [-1.87150, 0.96041, 0.89447], [0.83734, 2.40946, -0.23320], [1.54794, -4.90473, 6.96774], [-0.80225, 2.30982, -3.81461], [1.14170, 1.13703, -3.53387], [-1.38162, 4.40987, -2.81943], [-0.15994, -2.04738, -2.19053], [1.87835, -1.57947, 1.70156], [0.82038, -0.40112, 5.67767], [-1.67554, -0.17585, -1.41487], [-2.78067, 1.64605, -0.44669], [-1.51043, -3.66485, -3.48797], [0.13998, 3.86596, -2.10462], [-2.17853, 1.98530, -2.76024], [-1.28027, 4.77994, -0.35237], [0.47566, 3.80934, 0.83244]], "forces_ev_per_angstrom": [[0.067, 0.075, 0.063], [0.028, 0.086, -0.484], [-0.163, 0.429, -0.145], [-0.130, 0.476, -0.718], [-0.028, -0.085, 0.062], [0.167, 0.021, 0.133], [0.002, 0.218, -0.404], [0.266, -0.914, 0.814], [0.017, -0.269, -0.029], [-0.074, 0.057, 0.129], [0.182, 0.414, 0.070], [0.343, -0.474, 0.193], [0.179, -0.268, -0.469], [0.063, 0.086, 0.049], [0.198, -0.784, 0.972], [-0.146, -0.211, -0.057], [0.096, 0.179, -0.243], [-0.236, 0.508, 0.161], [-0.034, 0.017, -0.008], [0.097, 0.042, 0.048], [0.071, -0.308, 0.388], [-0.433, 1.077, -0.143], [-0.127, -0.103, -0.170], [-0.292, -0.177, 0.104], [0.209, -0.555, 0.146], [0.027, 0.085, -0.165], [0.103, -0.273, 0.077], [-0.196, 0.185, 0.020], [0.035, -0.087, 0.107], [-0.154, 0.337, 0.100], [-0.045, -0.010, -0.105], [0.038, 0.099, -0.034], [-0.070, -0.077, -0.042], [0.053, -0.092, -0.097], [0.044, 0.025, -0.077], [-0.189, 0.078, -0.193], [0.011, 0.067, 0.000], [-0.105, -0.079, -0.107], [-0.017, 0.073, 0.165], [0.116, 0.207, -0.150], [-0.075, -0.064, 0.012], [0.052, -0.087, 0.018], [0.006, 0.124, -0.029], [0.032, -0.018, 0.121], [0.011, 0.014, -0.096], [-0.059, 0.092, 0.147], [0.062, 0.017, 0.091], [0.009, -0.022, 0.055], [-0.037, -0.107, 0.010], [0.054, 0.031, -0.090], [-0.011, -0.029, -0.108], [-0.090, 0.019, -0.029], [0.074, -0.047, -0.067]], "lowdin_charge": [0.0537, 0.0395, 0.0392, 0.0558, -0.1721, -0.1553, 0.2103, 0.1366, -0.1565, -0.1754, -0.1801, -0.3224, -0.1904, -0.2787, -0.1555, -0.0046, -0.1960, -0.2012, -0.1460, -0.2121, 0.0161, -0.2993, -0.0025, -0.1533, -0.1650, -0.0439, 0.0712, -0.0997, -0.0374, -0.0248, 0.1172, 0.1089, 0.1024, 0.1185, 0.1251, 0.1405, 0.1191, 0.1210, 0.1252, 0.1404, 0.1064, 0.1254, 0.1085, 0.1139, 0.1054, 0.1254, 0.1186, 0.1167, 0.1179, 0.1084, 0.1292, 0.1178, 0.1382], "e_lumo_ev": 0.67, "e_above_lowest_kcal_mol": 91.7, "smiles": "Fc1ccc(CN2CCCN(Cc3nc(-c4ccc5c(c4)OCO5)no3)CC2)cc1"}



4.
{"formula": "C6H35N2O10", "method": "ωB97M-V/def2-TZVPD", "symbols": ["O", "O", "O", "O", "O", "O", "O", "O", "O", "O", "N", "N", "C", "C", "C", "C", "C", "C", "H", "H", "H", "H", "H", "H", "H", "H", "H", "H", "H", "H", "H", "H", "H", "H", "H", "H", "H", "H", "H", "H", "H", "H", "H", "H", "H", "H", "H", "H", "H", "H", "H", "H", "H"], "xyz": [[0.70309, 3.01108, -3.60050], [-0.92570, -1.46603, -3.66858], [0.28662, 3.03927, 2.54480], [-2.33934, 4.23083, 0.66233], [-0.87868, 2.23716, -1.14321], [2.47648, 1.66363, 1.61683], [2.75830, 3.09958, -1.82928], [-1.36820, 1.43400, 1.53580], [1.05582, 0.06595, -2.54034], [0.92688, 0.00104, 4.53445], [1.41922, -3.00301, 0.78354], [-0.95272, -0.14813, -0.58996], [-1.58317, -1.42093, -0.23516], [0.03999, -3.20376, 0.43144], [-0.68378, -1.97305, 0.85561], [-3.00015, -1.18023, 0.13611], [2.15539, -4.25547, 1.00969], [-0.54432, -4.30413, -0.05130], [0.61292, 2.63039, 3.34367], [1.90031, -5.09083, 0.35312], [0.95711, -0.58436, 3.78378], [1.96090, -2.42099, 0.15434], [1.91990, -4.64334, 2.01380], [0.61992, 0.35434, -3.34678], [-0.98651, 3.09297, -0.66178], [3.16824, -4.27677, 0.61411], [-1.61832, -4.27256, -0.29691], [3.41583, 1.55680, 1.29383], [-0.01834, -0.39526, -0.97485], [-1.24435, -1.61759, -4.62312], [0.74456, 4.01554, -3.46486], [-0.30947, -2.18199, -3.76222], [0.20100, 2.26023, 1.91537], [-3.79082, -1.06034, -0.62169], [-1.55048, 2.14714, 0.88993], [-1.53515, 0.30124, -1.29931], [3.58231, 3.51740, -1.52270], [-2.19599, 4.92589, 1.37108], [2.28914, 2.62918, -1.17375], [-1.70270, -2.13976, -1.02286], [1.47965, -0.05484, 5.30665], [-0.63489, 2.52927, -2.05589], [1.95228, 0.34531, -2.59124], [-2.76736, 4.85805, 0.00396], [-1.03033, -2.05639, 1.95122], [2.41237, 2.06990, 2.45471], [-0.82827, 0.39816, 0.21525], [1.63834, 2.77438, -3.42673], [0.05054, -5.17823, -0.44277], [-3.31450, -2.15669, 0.55621], [-3.19451, -0.35303, 0.81831], [-1.69524, 1.50784, 2.43187], [-0.03382, -1.25887, 1.36399]], "forces_ev_per_angstrom": [[0.361, 1.886, 0.381], [-1.113, -0.509, -2.784], [0.169, -0.818, -1.074], [-0.516, 2.826, -0.151], [0.081, 1.783, -0.334], [1.270, -1.621, -2.861], [1.229, 0.857, -1.736], [0.151, -1.479, -1.499], [-0.698, -0.622, 0.562], [-1.681, 1.724, -0.492], [-1.074, -4.209, -2.223], [0.567, -3.124, -3.281], [-0.980, 0.672, 1.404], [2.481, 3.414, 2.898], [-0.634, -0.424, 1.756], [-2.309, -0.950, 1.142], [0.123, -0.794, -0.117], [0.024, -2.276, -1.654], [0.007, -0.056, 0.638], [-1.337, 0.056, -0.231], [1.075, -0.581, 0.700], [-0.306, 1.164, 0.463], [0.792, 0.364, -0.225], [-0.112, -0.015, -0.188], [-0.020, -0.535, -0.497], [0.624, 1.024, 1.267], [0.604, -0.143, 0.328], [-1.530, 0.471, 1.227], [-0.531, 1.128, -0.546], [-0.262, 1.140, 1.867], [-0.174, -2.095, -0.437], [1.201, -0.635, 0.891], [0.262, 1.581, 1.261], [0.999, 0.164, -0.626], [-0.670, 0.117, 1.465], [0.611, 0.543, 0.148], [-0.713, -0.493, 0.274], [0.180, -1.560, -0.637], [-0.402, -0.422, 1.665], [1.003, 0.053, -0.992], [0.654, -1.013, -0.243], [0.197, -0.266, 0.542], [1.165, 0.517, -0.193], [0.520, -1.502, 0.664], [-1.121, -1.138, -1.569], [0.511, 0.908, 1.297], [-0.237, 1.508, 1.635], [-0.580, 0.268, 0.052], [-0.875, 0.994, 0.671], [-0.163, 0.672, 0.458], [0.356, -0.265, 0.397], [-0.333, 0.972, -0.081], [1.153, 0.739, -1.384]], "lowdin_charge": [-0.1021, -0.0725, -0.0823, -0.0886, -0.0759, -0.0704, -0.0323, -0.0638, -0.0414, -0.0380, 0.1133, 0.1794, -0.3581, -0.2459, -0.0895, -0.0286, -0.0275, 0.2305, 0.0201, 0.0909, 0.0085, 0.1679, 0.1294, 0.0498, 0.0542, 0.1118, 0.1249, 0.0806, 0.1323, 0.1130, 0.1026, 0.0251, 0.0220, 0.1104, 0.0378, 0.1563, 0.0831, 0.0957, 0.0032, 0.1295, 0.0492, 0.0528, 0.0395, 0.0936, 0.1963, -0.0014, 0.0558, 0.0160, 0.1263, 0.1069, 0.0903, 0.0968, 0.1223], "charge": 2, "e_lumo_ev": [-6.28, -10.60], "e_above_lowest_kcal_mol": 19.1, "multiplicity": 2}



5.
{"formula": "C5H11N2", "method": "ωB97M-V/def2-TZVPD", "symbols": ["N", "N", "C", "C", "C", "C", "C", "H", "H", "H", "H", "H", "H", "H", "H", "H", "H", "H"], "xyz": [[1.12649, -1.85957, 0.74164], [0.69780, -2.21103, -0.37967], [0.93831, 2.35125, -0.54092], [-1.98944, 0.03699, 0.15007], [0.07507, 1.29686, -0.56490], [-0.68505, 0.72331, 0.59625], [1.34538, -3.26757, 0.37653], [-0.05937, 1.03642, -1.62771], [1.39355, 2.72653, 0.38763], [-1.75196, -0.63431, -0.67708], [2.27604, -3.52525, -0.11856], [0.24945, 3.04108, -1.10162], [-0.80696, 1.52967, 1.33519], [1.68362, 2.42928, -1.32603], [0.86507, -4.06758, 0.98206], [-2.73268, 0.77736, -0.29596], [0.03931, 0.07134, 1.14321], [-2.66465, -0.45477, 0.91987]], "forces_ev_per_angstrom": [[-0.172, -0.784, -2.089], [-0.597, 0.813, 2.133], [2.457, 2.282, 0.873], [-1.795, 0.595, -0.299], [-1.671, -1.810, 0.196], [0.090, 0.529, -0.850], [0.742, -0.831, 0.147], [-0.713, -0.872, 0.629], [-0.820, 0.074, -0.204], [-0.159, -0.341, 0.333], [0.255, -0.097, 0.693], [-0.287, 0.388, 0.558], [-0.092, 0.026, -0.198], [0.328, -0.631, -0.404], [-0.186, 0.886, -0.873], [1.206, -0.503, 0.474], [-0.163, -0.066, -0.511], [1.578, 0.342, -0.607]], "lowdin_charge": [0.0453, 0.0582, -0.0241, -0.0904, 0.0394, -0.1941, -0.1812, 0.1635, 0.1336, 0.0634, 0.0828, 0.1910, 0.1437, 0.1317, 0.1069, 0.1009, 0.1211, 0.1085], "charge": 1, "e_lumo_ev": -6.14, "e_above_lowest_kcal_mol": 122.6}



6.
{"formula": "C9H15N", "method": "ωB97M-V/def2-TZVPD", "symbols": ["N", "C", "C", "C", "C", "C", "C", "C", "C", "C", "H", "H", "H", "H", "H", "H", "H", "H", "H", "H", "H", "H", "H", "H", "H"], "xyz": [[-1.69816, 0.50784, -0.06346], [0.81510, 2.67779, 0.07373], [0.65395, 1.15675, 0.07746], [-0.48476, -2.16819, -2.16019], [-1.79448, -0.51582, -0.78411], [-0.79566, 0.84305, 2.10372], [-0.50067, -2.27608, 0.32170], [-0.63694, 0.77912, 0.78500], [-0.89613, -1.69035, -0.80100], [1.87076, 0.48066, 0.70564], [0.14797, -3.05062, -2.08822], [0.13648, -3.14197, 0.31825], [0.90145, 3.04872, 1.09217], [-0.04858, 3.14833, -0.39006], [2.01847, 0.81872, 1.72769], [1.74490, -0.59976, 0.71250], [-0.82428, -1.91720, 1.28528], [-1.73171, 0.58442, 2.56626], [0.06679, -1.38622, -2.69178], [0.57335, 0.81862, -0.96233], [0.00063, 1.14726, 2.75541], [-2.62424, -0.53955, -1.48465], [1.70817, 2.96365, -0.47814], [2.76476, 0.72384, 0.13398], [-1.36718, -2.41302, -2.75487]], "forces_ev_per_angstrom": [[-0.755, 0.528, -0.262], [-0.048, -0.151, -0.144], [0.137, 0.049, 0.091], [-0.009, 0.032, -0.074], [0.062, -0.373, 0.014], [-0.053, -0.094, -0.114], [-0.224, 0.123, 0.165], [0.531, 0.039, 0.437], [0.257, -0.125, -0.075], [-0.124, 0.010, -0.151], [-0.009, -0.021, -0.029], [0.197, -0.237, -0.114], [0.011, 0.043, 0.106], [-0.057, 0.110, -0.027], [0.044, 0.029, 0.127], [0.040, -0.066, 0.041], [-0.031, 0.071, 0.088], [-0.253, 0.033, 0.034], [-0.056, -0.067, -0.014], [-0.036, 0.008, 0.106], [0.295, 0.020, 0.106], [-0.162, -0.048, -0.148], [0.095, 0.069, -0.057], [0.113, 0.032, -0.017], [0.033, -0.013, -0.090]], "lowdin_charge": [0.1194, -0.0646, -0.3789, -0.0598, -0.1266, 0.0490, 0.0688, -0.3847, -0.3460, -0.0658, 0.0776, 0.0682, 0.0791, 0.0809, 0.0728, 0.0661, 0.0680, 0.0599, 0.0825, 0.1280, 0.0548, 0.1172, 0.0753, 0.0777, 0.0811], "e_lumo_ev": 0.82, "e_above_lowest_kcal_mol": 37.2, "smiles": "C=C(C)/C=N\\C(=C)C(C)C"}